ORCA calculation (ωB97M-V/def2-TZVPD) on C23H38N2O7OsSSi as an isolated structure.

Positions of all 73 atoms, in Å:
Os1 -0.07188 1.43239 0.35097
O1 -2.89268 4.14399 1.67395
C1 -2.13949 3.24395 1.10665
O2 -1.04863 2.89079 1.53731
C2 -2.72325 2.73308 -0.18768
O3 -2.00041 1.59411 -0.68060
C3 -2.66326 0.33409 -0.45406
C4 -2.42105 -0.12915 0.99927
O4 -3.27822 -0.75685 1.56349
O5 -1.27196 0.24519 1.47414
H1 -2.48094 4.49631 2.48200
H2 -3.78035 2.50185 -0.05407
H3 -2.62852 3.52966 -0.92839
H4 -3.72818 0.42870 -0.65536
H5 -1.03106 -0.39897 -1.37795
O6 0.88690 0.39719 -1.21903
S1 1.96187 -0.65813 -1.58906
C5 3.22943 0.30335 -2.45739
C6 4.24924 0.72288 -1.40727
C7 4.41875 -0.49968 -0.51110
C8 3.00506 -0.94633 -0.13487
H6 2.69692 1.11246 -2.95526
H7 3.65778 -0.35982 -3.21067
H8 3.86787 1.57197 -0.83641
H9 5.18425 1.02204 -1.87858
H10 5.00094 -0.29085 0.38517
H11 4.93610 -1.29321 -1.05339
H12 2.56211 -0.30631 0.62975
H13 2.91653 -1.99041 0.15962
O7 1.70507 1.48370 1.44588
C9 1.74359 1.73880 2.68080
C10 0.76316 1.20721 3.66680
C11 1.39833 -0.16077 4.06094
C12 2.88259 -0.16330 4.48029
C13 3.91794 0.06489 3.35960
C14 4.11721 1.53864 2.95805
N1 2.85798 2.27075 3.20824
H14 -0.22514 1.04839 3.25193
H15 0.70416 1.85522 4.54238
H16 1.25721 -0.84905 3.22281
H17 0.80579 -0.55248 4.88761
H18 3.07731 -1.14746 4.90728
H19 3.04688 0.54107 5.30309
H20 3.60483 -0.51958 2.49189
H21 4.88067 -0.34311 3.67008
H22 4.41188 1.65469 1.91780
H23 4.87743 2.01642 3.57164
H24 2.75185 2.48019 4.19034
C15 -1.00311 0.89539 -3.80010
Si1 -2.45201 -0.14956 -3.31727
C16 -4.05920 0.76862 -3.27724
C17 -2.52517 -1.74194 -4.24457
N2 -2.04552 -0.57783 -1.46098
C18 -2.28209 -1.99130 -1.10190
C19 -1.22681 -2.74627 -0.62905
C20 -1.45505 -4.06742 -0.26948
C21 -2.72944 -4.60303 -0.37264
C22 -3.78199 -3.82259 -0.83354
C23 -3.56186 -2.50651 -1.20335
H25 -1.20632 1.35049 -4.77280
H26 -0.09861 0.29312 -3.90809
H27 -0.80434 1.69660 -3.08720
H28 -4.31809 1.00073 -4.31452
H29 -4.00525 1.72031 -2.74786
H30 -4.88615 0.17816 -2.87796
H31 -2.36495 -1.50545 -5.30079
H32 -3.48967 -2.24091 -4.15779
H33 -1.74697 -2.44531 -3.94545
H34 -0.24106 -2.30771 -0.52605
H35 -0.63916 -4.67402 0.09869
H36 -2.90708 -5.63037 -0.08644
H37 -4.77774 -4.23822 -0.90061
H38 -4.38497 -1.89350 -1.55164

The calculation puts the frontier orbital gap at 8.14 eV. As for the net charge: +2. As for the multiplicity: 1. The value obtained for the energy above the lowest of the compared OMol25 structures with the same formula, charge and spin is 52.9 kJ/mol. The value obtained for the total energy is -2313.2621 Ha.


ORCA calculation (ωB97M-V/def2-TZVPD) on a 9-piece molecular cluster, C34H72NO15P2S overall.

Positions of all 125 atoms, in Å:
C1 3.35038 -1.95965 4.57971
P1 1.51946 -1.54556 4.22503
C2 1.53380 -0.81324 5.99861
C3 1.67524 0.79543 6.05777
C4 0.30230 1.56302 5.67307
O1 0.30657 2.79487 5.42591
O2 -0.96090 0.84092 5.57985
C5 0.75739 -3.22319 4.85350
C6 1.60044 -4.50401 4.60745
C7 0.98182 -5.85570 5.11682
C8 -0.41820 -5.77740 5.81791
C9 -1.06422 -4.37750 5.91157
N1 -0.53496 -3.13059 5.45787
O3 1.79540 -2.48899 2.74820
C10 1.64281 -1.63798 1.57045
C11 0.74269 -2.37379 0.45439
O4 1.29296 -3.63123 -0.01556
C12 2.66851 -3.50823 -0.38481
C13 3.05434 -2.47250 -1.49406
C14 4.57088 -2.33082 -1.84272
C15 5.58204 -3.21893 -1.07914
C16 5.19585 -4.24968 0.02707
C17 3.68739 -4.39403 0.37885
C18 1.04907 -0.20745 2.11692
P2 1.52162 1.20629 0.89765
O5 1.16840 0.72493 -0.70367
O6 0.52794 2.58675 1.21376
S1 3.41039 1.59776 1.05864
O7 1.80203 -0.02599 3.35974
H1 3.86769 -0.96450 4.87098
H2 3.53141 -2.68270 5.44243
H3 3.85213 -2.33045 3.60484
H4 0.13621 -1.23469 3.94897
H5 0.57902 -1.06080 6.60741
H6 2.40045 -1.21838 6.64879
H7 1.83835 1.05026 7.17753
H8 2.58294 1.21088 5.51200
H9 -1.40175 1.05866 4.73062
H10 2.61151 -4.56576 4.09776
H11 1.49856 -6.86620 5.00658
H12 -0.96928 -6.67438 6.25336
H13 -2.10598 -4.33736 6.40658
H14 2.68536 -1.28894 1.20247
H15 0.50402 -1.70513 -0.44193
H16 -0.26348 -2.60650 0.97576
H17 2.24093 -1.84683 -1.98663
H18 4.86092 -1.57353 -2.64958
H19 6.69563 -3.11353 -1.34222
H20 5.98520 -4.86472 0.59370
H21 3.28613 -5.08971 1.19224
H22 -0.08763 -0.08246 2.15647
H23 1.61627 1.30692 -1.35579
H24 -0.42649 2.34693 1.08362
C19 -1.17088 -2.51042 -3.39555
C20 -0.49237 -1.80091 -4.55046
O8 0.92111 -1.92219 -4.43689
H25 -0.84394 -2.08941 -2.44107
H26 -2.25793 -2.42089 -3.46671
H27 -0.90524 -3.57170 -3.38354
H28 -0.74279 -0.73759 -4.54597
H29 -0.80610 -2.22561 -5.50927
H30 1.13512 -2.86479 -4.45019
C21 -3.42850 -4.99889 -5.90852
C22 -2.74652 -4.29198 -7.06310
O9 -1.33371 -4.41667 -6.95030
H31 -3.10059 -4.57869 -4.95422
H32 -4.51486 -4.90559 -5.98034
H33 -3.16684 -6.06116 -5.89613
H34 -2.99294 -3.22801 -7.05893
H35 -3.06180 -4.71585 -8.02203
H36 -1.12178 -5.35924 -6.96349
C23 2.50181 5.58227 4.26248
C24 3.73106 4.70466 4.13032
O10 3.52265 3.47087 4.80010
H37 2.27806 5.77294 5.31542
H38 2.64842 6.53908 3.75365
H39 1.62551 5.08694 3.83504
H40 4.59940 5.19444 4.57764
H41 3.95454 4.49930 3.07825
H42 2.75699 3.04211 4.39060
C25 -1.16841 1.69013 9.12877
C26 -2.64929 1.40645 9.27501
O11 -3.33261 1.74231 8.07421
H43 -1.00162 2.74516 8.89624
H44 -0.63060 1.44162 10.04741
H45 -0.74509 1.11290 8.30213
H46 -3.07581 2.00253 10.08508
H47 -2.82444 0.34838 9.49571
H48 -2.95477 1.20430 7.36390
C27 -0.40330 2.13778 -7.91984
C28 -1.18446 1.51400 -6.78026
O12 -1.81068 0.31169 -7.21563
H49 -1.06372 2.35541 -8.76370
H50 0.07884 3.06506 -7.60084
H51 0.36474 1.44944 -8.28531
H52 -1.96326 2.19517 -6.43321
H53 -0.52797 1.28243 -5.93641
H54 -1.11408 -0.28911 -7.51242
C29 -4.16108 3.58476 3.28407
C30 -2.77986 3.74041 2.67975
O13 -2.64004 2.88729 1.54628
H55 -4.33371 2.54809 3.58476
H56 -4.27947 4.22962 4.15779
H57 -4.93471 3.83781 2.55247
H58 -2.01160 3.46620 3.40611
H59 -2.60485 4.77411 2.36579
H60 -3.31621 3.14099 0.90450
C31 -0.24063 4.33764 -2.01983
C32 -1.22233 3.30352 -2.53483
O14 -0.89106 2.92716 -3.86719
H61 -0.24589 5.22542 -2.65799
H62 -0.48954 4.63601 -0.99872
H63 0.77919 3.94179 -2.03220
H64 -2.23646 3.70921 -2.54106
H65 -1.21171 2.40828 -1.90485
H66 0.00302 2.56080 -3.85292
C33 -3.07559 1.79480 -11.31557
C34 -3.30997 3.18417 -11.87448
O15 -2.68699 3.31439 -13.14721
H67 -2.00528 1.59553 -11.21866
H68 -3.54502 1.68448 -10.33504
H69 -3.48193 1.03346 -11.98816
H70 -2.88397 3.93989 -11.21136
H71 -4.38041 3.38550 -11.98491
H72 -3.07478 2.64944 -13.73088

The calculation puts the frontier orbital gap at 7.01 eV. As for the net charge: -1. As for the multiplicity: 1. The value obtained for the total energy is -3602.6434 Ha.